[1]
C23H44ClIO8P3 | ωB97M-V/def2-TZVPD

The orbital gap comes out at 0.17853 Eh. Its total charge is -1. The LUMO energy comes out at -0.42 eV.

```
80
Properties=species:S:1:pos:R:3:forces:R:3
C -0.243447 -0.167584 -8.034519 0.3 0.0 0.1
C -0.404433 -1.625189 -7.312533 0.1 0.1 -0.2
C 0.993067 -2.512092 -7.233418 -0.7 -0.1 -0.5
C 1.305855 -3.036616 -5.694103 1.3 -0.3 -1.0
C 2.412349 -2.009149 -5.010782 0.3 -1.2 -0.3
C 2.188233 -1.731524 -3.419207 0.3 -2.2 0.1
P 2.206542 0.153848 -2.926298 0.4 -3.8 -1.2
I 2.172284 2.657444 -2.769712 0.5 2.5 0.2
C 0.603245 0.306619 -3.940871 -2.9 -0.3 -1.9
C -0.378679 1.560641 -3.696921 -1.0 4.3 -7.3
O -0.620108 2.395659 -4.750673 1.2 -5.3 6.8
Cl -1.395217 1.992285 -2.191127 1.1 -0.9 -1.3
C 1.158785 -0.090050 -1.379856 -2.3 0.1 2.4
C 1.576456 -1.099566 -0.219629 0.9 -2.4 5.1
C 1.807697 -2.724109 -0.238914 0.2 1.3 2.6
C 2.235352 -3.646298 1.077096 -0.8 3.8 1.3
C 2.354802 -2.969483 2.578541 -1.5 2.9 -3.9
C 2.001918 -1.351955 2.673299 0.0 -1.2 -2.8
C 1.921512 -0.565905 4.140898 -0.9 -0.1 -1.3
C 1.683292 -0.469857 1.332555 0.3 -3.2 -0.1
C 3.888657 0.005471 -2.033931 1.6 -0.9 -0.1
P 4.487406 1.382583 -0.911723 6.3 -2.0 4.5
O 5.656338 0.686928 -0.022713 -4.0 2.3 -3.2
O 5.430192 2.660416 -1.720728 -3.4 0.1 1.8
O 3.409814 1.985185 0.311023 1.6 0.9 -2.2
H 0.564418 0.451447 -7.432216 -1.7 -1.1 -1.3
H 0.147446 -0.283431 -9.149722 -0.9 0.2 2.3
H -1.277108 0.425132 -8.037434 2.3 -1.3 0.0
H -1.207642 -2.230056 -7.929072 1.5 1.1 1.5
H -0.758527 -1.442638 -6.205538 0.4 -0.4 -2.3
H 1.868042 -1.847435 -7.669067 -1.6 -1.4 1.1
H 0.897186 -3.432198 -7.988048 0.2 1.9 1.7
H 1.843981 -4.092594 -5.822281 -1.3 2.1 0.5
H 0.345872 -3.203638 -5.042814 1.7 0.5 -1.4
H 2.458301 -1.072254 -5.702618 -0.1 -1.4 1.6
H 3.463772 -2.561047 -5.135778 -2.2 1.4 0.2
H 3.045951 -2.329618 -2.852365 -1.8 1.3 -1.1
H 1.178954 -2.255865 -3.074272 2.0 1.1 -0.8
H 2.941183 0.361144 -4.144699 -0.2 0.4 0.1
H -0.072931 -0.677217 -3.883694 1.3 2.1 0.2
H 0.925588 0.344966 -5.091611 -0.9 0.5 2.5
H 0.059102 -0.394154 -1.736024 2.5 0.5 0.8
H 1.005404 0.994309 -0.900075 0.4 -2.6 -0.7
H 1.597940 -3.309034 -1.225961 0.6 1.2 2.1
H 2.420165 -4.823615 1.003319 -0.5 3.0 -0.1
H 2.619281 -3.552330 3.569056 -0.6 1.2 -2.4
H 1.854270 -1.343112 5.025358 0.3 1.7 -1.8
H 0.911119 0.067996 4.120882 2.1 -1.5 0.1
H 2.791042 0.209295 4.241278 -1.5 -1.7 -0.1
H 1.467998 0.694536 1.482067 0.6 -2.9 -0.4
H 4.714019 -0.083510 -2.897363 -1.7 0.6 1.9
H 4.040581 -1.020955 -1.439700 -0.5 2.6 -0.8
H 4.968665 3.552753 -1.554469 0.8 -2.0 -0.7
H 3.839398 2.812136 0.677702 -0.6 -1.4 -0.5
O -2.732533 -0.545635 4.778119 -3.0 -1.0 -3.5
P -3.766317 0.589020 4.574672 4.6 4.3 7.0
O -2.630259 1.786840 4.432862 -0.3 -0.3 -1.0
C -1.955142 1.905037 3.192096 0.4 0.3 -0.4
C -2.872554 2.447075 2.115227 -0.1 0.1 -0.1
O -4.013805 0.750108 6.214643 -1.3 -0.5 -0.6
C -3.835206 -0.338507 7.111426 0.3 -0.3 0.2
C -2.472063 -0.243497 7.772234 0.2 0.1 0.1
O -4.921346 1.856751 4.347365 0.0 -2.6 -1.7
C -5.815037 2.297921 5.356983 -1.1 -0.1 0.3
C -5.188456 3.401737 6.192913 0.5 0.2 -0.1
H -1.536060 0.938159 2.900456 0.1 0.0 0.0
H -1.120700 2.597412 3.343207 -0.1 -0.1 0.1
H -3.670957 1.733465 1.887839 0.0 0.0 -0.1
H -2.317144 2.642368 1.195010 0.0 -0.1 0.0
H -3.353889 3.374592 2.442787 0.1 -0.1 0.0
H -3.983227 -1.303496 6.607515 0.2 0.3 0.1
H -4.611972 -0.264881 7.875998 -0.1 0.2 0.0
H -1.664887 -0.184864 7.037475 -0.2 -0.2 0.0
H -2.292748 -1.105500 8.421536 0.0 0.1 0.0
H -2.408076 0.667990 8.375089 -0.1 -0.1 0.0
H -6.176455 1.461993 5.964623 0.2 0.2 0.0
H -6.696032 2.705701 4.847146 0.1 -0.1 -0.2
H -4.236550 3.100920 6.635302 -0.2 -0.2 0.0
H -5.862267 3.707235 6.998393 -0.1 -0.1 -0.1
H -4.971700 4.275346 5.568492 -0.2 -0.1 0.0
```
Forces are in eV/Å.

Mulliken population analysis, charges in e, atoms 1 to 4:
1. C -0.993
2. C -0.262
3. C -0.666
4. C -0.550

***

[2]
C23H44NOP3Zr | ωB97M-V/def2-TZVPD

The orbital gap comes out at 0.13057 Eh. Its total charge is +4. The LUMO energy comes out at -15.58 eV.

```
73
Properties=species:S:1:pos:R:3:forces:R:3
Zr -1.715093 0.799293 0.065521 -0.3 1.5 1.4
P 0.792413 -0.342835 0.784277 1.4 -0.2 1.4
P 1.533337 2.020003 -1.775882 3.2 3.4 -0.5
P -2.134176 -1.700302 -0.789375 -0.6 -1.9 0.3
H -0.945012 1.850433 -2.368637 -0.1 -0.1 -0.3
C -1.880433 1.536317 -1.901457 -0.8 0.7 -1.3
C -2.522688 2.600941 -1.017653 0.2 -0.6 -1.4
H -2.061264 3.613842 -1.014140 0.3 -0.9 0.2
C 2.084028 -1.223610 -0.168639 -0.1 -0.1 -0.6
C 1.950852 0.596327 1.888838 0.0 0.6 -0.5
C 0.378280 -1.661936 1.982971 -0.6 -0.4 -0.1
C 1.347798 3.567000 -2.737658 -0.1 0.7 -0.5
C 1.095031 3.227875 -0.205891 -1.1 -0.4 1.1
C 3.323009 2.251192 -1.354604 0.2 -0.1 0.2
C -3.560426 -1.981178 -1.889526 -0.6 0.3 -0.5
C -2.680776 -2.656970 0.682895 -0.2 -0.4 0.4
C -0.929428 -2.917122 -1.477656 0.4 0.0 -0.4
H -2.487429 0.914524 -2.607180 0.3 0.8 0.4
H -3.595647 2.882107 -1.193918 0.6 -1.0 0.4
H 2.986446 -1.296648 0.455994 -0.3 0.1 -0.3
H 2.311888 -0.770056 -1.137488 0.1 0.1 0.2
H 1.739509 -2.236949 -0.368384 0.0 0.0 -0.1
H 2.745852 -0.087370 2.209032 -0.3 0.1 0.0
H 1.470051 1.026752 2.765067 -0.1 -0.1 0.0
H 2.425780 1.412110 1.328556 0.0 -0.3 0.3
H 1.156403 -1.718247 2.751671 -0.1 0.0 -0.2
H 0.309681 -2.627827 1.469398 0.0 0.2 0.1
H -0.580289 -1.478352 2.472411 0.0 0.0 0.1
H 2.324366 4.043155 -2.582630 -0.8 0.6 -0.3
H 0.509118 4.164280 -2.365486 0.3 0.1 -0.4
H 1.226424 3.404947 -3.795453 -0.1 0.0 -0.4
H 2.049129 3.769879 -0.145452 -0.3 -0.3 -0.4
H 0.921084 2.733208 0.751804 0.1 -0.3 -0.2
H 0.268257 3.919619 -0.413361 0.2 -0.6 -0.4
H 3.493569 3.292903 -1.633850 0.6 -0.3 0.3
H 4.008692 1.600948 -1.910390 -0.1 0.1 0.3
H 3.443836 2.170265 -0.273649 0.5 -0.3 -0.2
H -4.237122 -2.688623 -1.399799 0.1 0.2 -0.2
H -3.261037 -2.431174 -2.840152 0.1 0.1 0.1
H -4.130754 -1.078384 -2.128347 0.0 -0.1 0.1
H -3.521780 -3.290199 0.383955 0.1 0.1 0.1
H -3.000030 -2.063108 1.541374 0.1 0.0 -0.3
H -1.900625 -3.336875 1.031583 0.0 0.2 0.0
H -1.475760 -3.677912 -2.040831 -0.2 0.2 0.1
H -0.373415 -3.485881 -0.729770 0.0 0.4 0.2
H -0.214992 -2.459518 -2.164459 0.0 0.0 0.1
C 0.408828 -0.708534 -4.301353 1.0 2.1 2.3
C 1.377009 -1.287661 -5.193554 1.1 -0.8 -1.3
C 1.037553 -1.798814 -6.420281 1.4 0.8 1.1
C -0.323676 -1.779851 -6.811620 0.4 -0.1 -0.6
C -1.346760 -1.362865 -5.921842 -0.6 0.0 2.5
C -1.009296 -0.972984 -4.617691 -1.9 0.7 -1.4
O 0.886420 0.075798 -3.404381 -3.0 -3.8 -3.2
H 2.076085 1.441673 -3.130464 -1.6 -0.5 2.0
H 2.392124 -1.200787 -4.795975 -0.1 -0.2 -0.6
H 1.894872 -2.058063 -7.034286 -0.6 -0.4 -0.5
H -0.622063 -2.102068 -7.818433 0.2 0.1 0.3
H -2.397514 -1.500054 -6.253977 0.8 0.4 0.4
H -1.782237 -0.657239 -3.889507 0.5 -0.3 -0.6
N -2.213017 2.296545 1.741316 0.1 -0.8 0.0
C -2.472625 1.194717 2.712615 0.9 1.3 -1.0
C -1.538874 1.004539 3.733915 -0.7 0.0 0.2
C -1.828487 0.072268 4.726221 0.5 0.2 -0.4
C -2.950333 -0.752139 4.618403 -0.5 0.1 0.1
C -3.728841 -0.713391 3.461704 0.1 0.2 -0.3
C -3.469663 0.252490 2.454621 0.0 -0.3 0.2
H -1.418173 2.913648 1.928555 -0.2 -0.4 0.7
H -2.943021 2.942967 1.403703 -0.1 -0.9 0.7
H -0.652443 1.627034 3.774531 -0.2 0.2 0.3
H -1.142407 0.018911 5.564767 -0.2 -0.2 0.1
H -3.240431 -1.391949 5.457113 0.2 0.1 -0.4
H -4.565074 -1.408417 3.331623 0.3 0.3 0.1
H -4.049210 0.232186 1.508944 -0.2 0.4 0.7
```
Forces are in eV/Å.

Mulliken population analysis, charges in e, atoms 1 to 4:
1. Zr 0.108
2. P 1.161
3. P 0.951
4. P 1.488

***

[3]
C23H45Cl2CsGeIN2Si2Te | ωB97M-V/def2-TZVPD

The orbital gap (spin up / spin down) comes out at 0.07784 / 0.07787 Eh. Its total charge is -1. The LUMO energy (spin up / spin down) comes out at 1.69 / 1.69 eV.

```
78
Properties=species:S:1:pos:R:3:forces:R:3
Cs 0.107899 0.124448 -0.522487 0.1 0.3 0.0
C -1.358545 4.356605 -0.067087 0.0 -0.1 0.0
C -0.522322 3.646896 0.965384 -0.3 0.0 0.0
C -1.126571 2.965047 2.021683 0.3 0.0 0.0
C -0.358429 2.251632 2.935101 -0.2 0.0 0.0
C 1.021204 2.227545 2.816071 0.2 0.0 0.0
C 1.635908 2.926802 1.783574 -0.2 0.0 0.0
C 0.863597 3.624434 0.862457 0.3 0.0 0.0
H -0.873276 5.269949 -0.408778 0.0 0.0 0.0
H -2.340133 4.617179 0.334944 0.0 0.0 0.0
H -1.498556 3.718615 -0.945415 0.0 0.0 0.0
H -2.203880 2.999716 2.143561 0.0 0.0 0.0
H -0.847280 1.719672 3.742252 0.0 0.0 0.0
H 1.623236 1.677785 3.528790 0.0 0.0 0.0
H 2.715091 2.931564 1.698068 0.0 0.0 -0.1
H 1.349700 4.154909 0.052328 0.0 -0.1 0.0
Cl 1.390452 -2.805655 -1.785855 0.1 -0.3 0.0
C -0.149932 -3.590945 -2.161507 0.1 0.1 0.0
Cl -1.503078 -2.443831 -2.139429 -0.2 -0.1 0.0
H -0.339078 -4.351661 -1.415044 0.0 0.0 0.0
H -0.080120 -4.010378 -3.157751 0.0 0.0 0.0
I -7.273788 -1.043416 -0.824017 0.5 0.3 0.3
C -5.458041 -0.189564 -0.211156 -1.0 -0.2 -0.4
C -5.225980 1.134687 0.039713 0.2 -0.1 0.4
N -3.911633 1.210663 0.372649 0.0 0.0 -0.6
N -3.281693 0.025770 0.253454 0.0 0.1 0.1
C -4.221616 -0.835330 -0.082052 0.2 -0.1 0.2
H -5.890055 1.980602 0.076173 0.1 0.0 -0.1
H -3.338062 2.037270 0.317177 0.0 0.1 0.3
H -3.992418 -1.880572 -0.211377 0.0 0.0 0.0
C 5.849605 -3.006696 -0.459804 0.0 0.2 0.2
Si 6.572007 -1.633933 0.610271 0.2 0.0 -0.3
C 6.783851 -0.043729 -0.373189 -0.1 -0.1 0.2
C 8.277955 -2.193447 1.224455 -0.2 0.1 0.0
C 5.473200 -1.283504 2.100672 -0.2 0.2 -0.2
Te 3.407834 -0.878106 1.528095 0.4 -0.5 0.2
C 2.885846 -2.980927 1.727394 -0.3 0.2 0.2
Si 1.954955 -3.280992 3.331716 -0.1 0.0 0.3
C 1.389392 -5.082699 3.469885 0.1 0.2 -0.1
C 0.412522 -2.195564 3.413812 0.2 -0.1 -0.1
C 3.068566 -2.884736 4.806708 -0.1 0.0 -0.2
H 6.480576 -3.183735 -1.333046 0.0 0.0 0.0
H 4.854853 -2.734236 -0.820697 0.0 0.0 0.0
H 5.769412 -3.948825 0.089724 0.0 0.0 0.0
H 7.341924 -0.221894 -1.294144 0.0 0.0 0.0
H 7.323969 0.709981 0.206453 0.0 0.0 0.0
H 5.814068 0.373311 -0.653480 0.0 0.0 -0.1
H 8.946511 -2.387027 0.382542 0.0 0.0 0.0
H 8.211013 -3.111652 1.813688 0.0 0.0 0.0
H 8.746008 -1.429457 1.850164 0.0 0.0 0.0
H 5.818582 -0.391778 2.627957 0.0 0.0 0.0
H 5.442197 -2.101390 2.821791 -0.1 0.0 0.0
H 3.822437 -3.536226 1.676398 0.0 0.1 0.0
H 2.289721 -3.253929 0.855380 0.0 0.0 0.0
H 0.691299 -5.334198 2.668132 0.0 0.0 0.0
H 0.877391 -5.248366 4.420836 0.0 0.0 0.0
H 2.227318 -5.781394 3.414856 0.0 0.0 0.0
H -0.277654 -2.426033 2.598033 0.0 0.0 0.0
H 0.668172 -1.135357 3.347739 0.0 0.0 0.0
H -0.122005 -2.354420 4.353546 0.0 0.0 0.0
H 3.943302 -3.539332 4.838458 0.0 0.0 0.0
H 2.521845 -3.012989 5.743782 0.0 0.0 0.0
H 3.421620 -1.852228 4.759201 0.0 0.0 0.0
C 3.249624 1.559406 -5.164179 0.0 0.0 0.1
Ge 2.403678 0.943251 -3.430377 -0.5 0.2 -0.2
C 2.912749 2.454899 -2.198823 0.2 0.1 0.1
C 3.821980 -0.392383 -2.812585 0.1 0.0 -0.1
C 0.552933 0.541168 -3.295108 0.4 -0.1 0.1
H 4.276936 1.908688 -5.005102 0.0 0.0 0.0
H 2.667722 2.381703 -5.585718 0.0 0.0 0.0
H 3.274610 0.753924 -5.904082 0.0 0.0 0.0
H 3.943474 2.776178 -2.392784 0.0 0.0 0.0
H 2.857631 2.168403 -1.138623 0.0 0.0 0.0
H 2.258027 3.316602 -2.348923 -0.1 -0.1 0.0
H 4.825862 -0.010341 -3.034942 0.0 0.0 0.0
H 3.712211 -1.361739 -3.307781 -0.1 0.0 0.0
H 3.755149 -0.555998 -1.731495 0.0 0.0 0.0
H 0.260830 -0.004276 -4.213111 -0.1 0.1 0.0
```
Forces are in eV/Å.

Mulliken population analysis, charges in e, atoms 1 to 4:
1. Cs 0.424
2. C -1.597
3. C 0.651
4. C -0.080

***

- total charge of number 2 (C23H44NOP3Zr)?
  +4

***

- What is the total charge in the first record?
  -1